Here is a structure of composition C36H52BN7SbSe4Tc from the Open Molecules 2025 dataset. Energies are from ωB97M-V/def2-TZVPD.

Geometry as XYZ:
```
102
C36H52BN7SbSe4Tc | the Open Molecules 2025 dataset | ωB97M-V/def2-TZVPD
Tc -0.61246 -0.10448 0.57328
C -2.81316 1.32778 -2.81619
C -3.37096 -0.05570 -2.47536
C -4.48971 -0.05372 -1.42811
C -2.32204 -1.06211 -2.09750
C -2.04706 -2.23803 -2.94024
C -1.20324 -3.01151 -2.28295
N -0.91806 -2.38207 -0.99503
N -1.62954 -1.08813 -1.00350
B 0.77876 -2.37469 1.25598
N -0.58707 -2.49100 1.96146
C -1.05657 -3.43097 2.81540
C -2.23094 -2.97836 3.35443
C -2.44247 -1.69752 2.79956
N -1.43508 -1.42548 1.97696
C -3.57585 -0.75924 3.07905
C -4.91469 -1.49061 3.00041
C -3.38128 -0.09843 4.44553
N 1.59073 -1.18198 1.77805
C 2.81407 -1.27134 2.33365
C 3.08839 -0.08840 2.95987
C 1.94892 0.71012 2.77122
N 1.04810 0.05731 2.02699
C 1.74107 2.02449 3.46464
C 0.72032 1.83742 4.58922
C 1.44700 3.18457 2.52622
H -3.59898 1.91229 -3.29330
H -1.97788 1.26543 -3.51490
H -2.48142 1.87286 -1.93377
H -3.80261 -0.45211 -3.39733
H -4.12877 0.23071 -0.44010
H -4.95141 -1.03844 -1.34183
H -5.26612 0.64669 -1.73419
H -2.47437 -2.41217 -3.91465
H -0.75189 -3.96324 -2.50195
H 1.40823 -3.35706 1.50187
H -0.51024 -4.34670 2.97114
H -2.85840 -3.48123 4.06920
H -3.56169 0.01944 2.31142
H -4.99099 -2.26308 3.76730
H -5.06237 -1.96435 2.02810
H -5.73342 -0.79079 3.16202
H -3.40658 -0.84495 5.24161
H -4.17744 0.62304 4.63129
H -2.42667 0.42550 4.50498
H 3.37975 -2.18498 2.25704
H 3.96799 0.17501 3.52094
H 2.69814 2.24226 3.94516
H -0.28294 1.67280 4.19919
H 0.69571 2.71291 5.23823
H 0.97773 0.97051 5.19898
H 0.58063 2.98811 1.90267
H 2.30121 3.38121 1.87719
H 1.23997 4.09147 3.09506
Se -6.37500 2.05074 2.20441
Sb -5.17973 3.13636 0.56948
Se -2.14226 2.98862 2.63499
Se -1.98843 1.66591 0.68378
Se -3.50938 4.71413 1.78216
C 0.32576 -4.92619 -0.26788
C 1.08150 -3.74561 -0.84192
C 2.20153 -3.91547 -1.53568
C 2.93231 -2.79999 -2.12675
C 4.16983 -3.11356 -2.91465
C 2.51284 -1.53323 -1.97056
C 1.34053 -1.18291 -1.18365
C 0.59260 -2.34939 -0.51693
N 0.90575 0.00724 -0.92796
C 1.52147 1.23071 -1.57590
C 2.95293 1.43925 -1.05236
C 3.57578 2.65788 -1.74574
C 2.78893 3.91131 -1.36159
C 1.33850 3.74386 -1.81861
C 1.30109 3.61853 -3.34089
C 2.07831 2.36674 -3.74652
C 3.53136 2.47039 -3.26644
C 1.42386 1.13370 -3.11135
C 0.72785 2.48284 -1.18929
H 0.00304 -5.60549 -1.05821
H -0.55142 -4.65077 0.31840
H 0.96811 -5.49598 0.40261
H 2.59319 -4.91582 -1.67984
H 4.19011 -4.15128 -3.24064
H 5.05418 -2.94764 -2.29486
H 4.25500 -2.46860 -3.78803
H 3.07937 -0.75158 -2.43969
H -1.38263 -2.92098 -0.24759
H 3.58913 0.56733 -1.18929
H 2.88914 1.60707 0.02815
H 4.61278 2.74940 -1.41731
H 3.22512 4.79089 -1.84006
H 2.83723 4.07519 -0.28269
H 0.74457 4.60226 -1.49663
H 1.73917 4.50528 -3.80351
H 0.26694 3.54811 -3.69303
H 2.05793 2.24959 -4.83185
H 4.01876 3.31708 -3.75417
H 4.09086 1.57458 -3.55651
H 1.88378 0.23813 -3.51974
H 0.36141 1.08915 -3.37769
H -0.30272 2.37265 -1.53674
H 0.71663 2.58044 -0.10568
```

Charge = +2
Energy = -11737.45121 hartree
E_HOMO = -12.60 eV
Maximum force = 0.66 eV Å⁻¹

Löwdin atomic charge list, values in e, 5 entries:
1 Tc 0.998
2 C -0.044
3 C -0.340
4 C -0.064
5 C -0.180